# C22H50O3OsP2S

A structure of composition C22H50O3OsP2S (wB97M-V/def2-TZVPD, the OMol25 dataset).

Geometry as XYZ:
```
79
Properties=species:S:1:pos:R:3:forces:R:3
Os -0.117481 -0.286142 -0.608136 0.779 0.613 -0.511
S -2.176161 0.156126 2.972656 -0.629 0.106 2.101
P -0.016052 -2.394038 0.360452 0.398 -4.252 1.493
P 0.170104 2.004257 -1.288035 -0.552 0.149 -2.165
O 0.827827 0.802641 2.081472 -2.171 -1.752 -3.793
O -3.402168 -0.708431 3.009440 0.280 0.208 -0.556
O -3.063760 0.259694 -0.115300 4.625 -0.806 -0.781
C 1.511308 -2.969548 1.228933 0.519 0.503 0.221
C -2.679555 1.818543 3.402042 -0.099 0.528 -0.768
C 0.448860 0.349853 1.052585 3.140 2.111 4.362
C 0.155271 -3.225371 -1.302270 0.487 0.556 -0.422
C 1.589612 -3.029782 -1.819256 0.203 -0.147 -0.185
C 2.191524 3.189493 0.354026 -0.476 -0.902 -0.074
C -1.433117 4.402822 -1.754222 0.383 -0.794 -0.344
C 0.065555 2.052920 -3.143258 0.000 -0.273 0.057
C -1.176486 3.231754 -0.799885 -0.264 2.073 1.166
C -2.748091 -3.248700 0.354736 -0.274 -0.091 -0.074
C -0.847748 -2.462240 -2.146346 -0.144 -0.439 -0.321
C 1.360461 1.444907 -3.692608 0.698 -0.141 -0.107
C -0.979675 3.753610 0.627120 -0.055 -0.237 0.021
C -1.931405 0.010564 -0.346999 -6.897 1.087 0.709
C 1.968771 4.203047 -1.912285 -0.709 -0.820 -0.292
C 1.799998 2.910225 -1.089792 1.746 3.064 1.250
C -1.539220 -3.540071 2.528754 -0.024 -0.023 0.057
C -1.240653 1.393160 -3.590576 -0.365 -0.239 -0.081
C -1.387845 -3.506475 1.009233 -0.519 0.543 0.222
C 1.582595 -4.503152 1.315923 -0.354 -0.378 -0.058
C -1.192965 -0.305313 4.421681 0.723 -0.701 -0.309
C 1.743799 -2.350757 2.611257 0.169 0.094 0.053
H -2.046173 -4.481644 2.784469 0.051 0.344 0.077
H 1.701761 -1.262633 2.582050 0.193 -0.097 0.109
H -1.658934 4.086649 -2.777978 0.016 0.145 0.265
H 1.025862 -2.702150 3.358442 0.323 -0.019 -0.118
H -0.383161 4.678695 0.637740 -0.247 -0.241 0.035
H -2.177526 -2.708369 2.841144 0.037 -0.261 0.130
H -1.892810 -2.548860 -1.848251 0.408 0.110 -0.212
H 0.859686 -1.024957 -3.356366 -0.942 0.270 -0.793
H -0.588613 5.102585 -1.762974 -0.256 0.086 -0.006
H 2.752747 -2.634542 2.941151 -0.319 0.099 0.031
H -2.118981 1.930929 -3.199582 0.228 -0.165 -0.175
H -0.569271 -1.358711 -2.077458 -0.426 -0.385 -0.834
H -1.047142 -4.497571 0.664868 0.275 0.416 0.085
H 1.754328 0.654127 -3.022820 -0.081 0.372 -0.541
H -1.304359 1.404759 -4.689454 0.021 -0.065 0.347
H 2.327818 -2.628906 0.570699 -0.251 0.024 0.187
H 2.590898 -4.790900 1.652116 -0.308 0.197 -0.077
H -0.378171 -0.944221 4.054866 -0.249 0.048 0.274
H 1.209217 1.012840 -4.694059 0.116 0.199 0.387
H -0.104097 -4.291565 -1.221279 -0.037 0.352 0.115
H 2.326068 -3.735384 -1.390344 -0.474 0.442 -0.101
H -2.079367 2.598345 -0.812429 0.262 -0.681 -0.220
H 1.914879 -1.992474 -1.601476 0.181 -0.333 -0.145
H 1.626280 -3.165627 -2.909204 -0.052 -0.035 0.223
H 2.246274 2.272379 0.943886 0.140 0.226 -0.052
H 1.766599 4.095202 -2.985421 0.120 0.058 0.376
H -0.598560 -3.507221 3.084311 -0.303 -0.146 -0.175
H -3.078040 2.251438 2.477978 -0.178 0.072 0.363
H -1.308780 0.352654 -3.236601 -0.163 0.343 -0.324
H 0.860140 -4.890665 2.050429 0.320 0.066 -0.233
H -0.752979 0.581037 4.896277 -0.371 -0.114 -0.156
H -2.735426 -3.411584 -0.727159 -0.251 -0.107 0.491
H -3.133674 -2.239571 0.568617 0.070 -0.346 -0.035
H 0.159461 -0.820233 -3.603931 1.467 -0.318 -0.122
H 1.483880 3.866348 0.839151 0.255 0.228 0.080
H -3.474910 -3.968446 0.757872 0.184 0.219 -0.034
H 3.022034 4.512699 -1.816242 -0.100 0.042 0.072
H -2.315162 4.950918 -1.390595 0.157 0.014 0.143
H 0.020084 3.112092 -3.448437 0.046 -0.319 0.445
H 1.407625 -5.013485 0.358870 0.069 0.132 0.249
H -0.722115 -2.701446 -3.206288 -0.160 0.295 0.032
H 1.355186 5.022319 -1.511594 0.313 -0.018 0.089
H -1.782877 2.367674 3.718959 -0.229 -0.192 -0.004
H -1.962406 3.997805 1.060209 0.178 0.133 -0.157
H -1.874202 -0.874979 5.065987 0.168 0.243 -0.006
H -0.517996 3.018521 1.302291 -0.094 0.133 -0.102
H 2.517149 2.166083 -1.473305 -0.468 -0.851 -0.489
H -3.440865 1.754183 4.190478 0.190 -0.032 -0.135
H 3.180628 3.669311 0.382908 -0.142 0.071 -0.057
H 2.145892 2.214856 -3.756460 -0.304 -0.293 -0.171
```
Positions in Å, forces in eV/Å.

Properties
multiplicity: 5
energy above the lowest of the compared OMol25 structures with the same formula, charge and spin: 0.309 eV
HOMO level (alpha / beta): -20.437 / -21.800 eV
total charge: +4
frontier orbital gap (alpha / beta): 7.471 / 4.084 eV